{"formula": "C4H6N2OS", "method": "ωB97M-V/def2-TZVPD", "smiles": "O=C1NCCNC1=S", "e_lumo_ev": 0.2, "charge": 0, "elements": ["O", "C", "N", "C", "C", "N", "C", "S", "H", "H", "H", "H", "H", "H"], "coordinates": [[1.5503, 2.2658, 0.3631], [0.8787, 1.2885, 0.0822], [-0.4488, 1.3056, -0.2386], [-1.2734, 0.1151, -0.4251], [-0.7315, -1.0121, 0.4152], [0.7094, -1.1319, 0.1268], [1.5622, -0.1023, 0.0556], [3.1598, -0.2537, -0.1962], [-0.8852, 2.2304, -0.2859], [-2.2830, 0.3129, -0.1404], [-1.3063, -0.2302, -1.4951], [-1.2587, -1.9091, 0.1065], [-0.8645, -0.8370, 1.4955], [1.1910, -2.0419, 0.1363]]}



{"formula": "C4H5N2O2", "method": "ωB97M-V/def2-TZVPD", "smiles": "CN1C(=O)C=C[N+]1=O", "e_lumo_ev": [-7.4, -7.4], "charge": 1, "elements": ["C", "N", "C", "O", "C", "C", "N", "O", "H", "H", "H", "H", "H"], "coordinates": [[-0.3734, -1.8616, -0.0016], [-0.0165, -0.4478, -0.0478], [1.1384, 0.1882, 0.5870], [2.0415, -0.4114, 1.0536], [0.8462, 1.6658, 0.2752], [-0.3327, 1.8094, -0.3428], [-0.8043, 0.4646, -0.5640], [-1.8718, 0.0983, -0.9624], [-1.0181, -1.9743, 0.8376], [-0.8639, -2.2659, -0.8780], [0.5794, -2.3115, 0.2341], [1.5260, 2.5219, 0.6595], [-0.8509, 2.5242, -0.8504]]}



{"formula": "C21H22N2O3", "method": "ωB97M-V/def2-TZVPD", "smiles": "C/C=C1/CN2CC[C@@]34C(=O)[C@@H]2C[C@@H]1[C@]3(C(=O)OC)C=Nc1ccccc14", "e_lumo_ev": 0.2, "charge": 0, "elements": ["C", "C", "C", "C", "N", "C", "C", "C", "C", "O", "C", "C", "C", "C", "C", "O", "O", "C", "C", "N", "C", "C", "C", "C", "C", "C", "H", "H", "H", "H", "H", "H", "H", "H", "H", "H", "H", "H", "H", "H", "H", "H", "H", "H", "H", "H", "H", "H"], "coordinates": [[1.7648, -4.0097, 0.2810], [1.9404, -2.9719, -0.8684], [0.9930, -2.0362, -1.2520], [1.2397, -1.3742, -2.6173], [0.1543, -0.3348, -2.9713], [0.7768, 1.0263, -2.6725], [0.8960, 1.2367, -1.1838], [-0.4993, 1.0847, -0.4356], [-1.5428, 0.7897, -1.4852], [-2.6684, 1.3574, -1.4773], [-1.2062, -0.3363, -2.4490], [-1.3350, -1.7074, -1.6088], [-0.3080, -1.6899, -0.4534], [-0.3732, -0.3300, 0.4239], [0.7536, -0.2778, 1.5315], [1.5488, 0.6357, 1.6352], [0.8712, -1.3560, 2.3694], [1.8773, -1.2390, 3.3964], [-1.5301, -0.4673, 1.4334], [-2.0067, 0.6208, 1.9879], [-1.6962, 1.9761, 1.6505], [-2.4704, 2.9867, 2.2687], [-2.1872, 4.3122, 2.0494], [-1.2566, 4.5303, 1.0141], [-0.6902, 3.5147, 0.2518], [-0.9255, 2.1888, 0.5389], [1.4921, -3.3962, 1.1370], [1.0440, -4.8145, 0.0591], [2.7240, -4.5514, 0.6052], [2.8259, -3.1672, -1.4808], [1.3051, -2.1853, -3.3694], [2.2496, -0.9419, -2.4443], [1.7879, 1.1102, -3.0101], [0.1045, 1.8137, -3.0579], [1.3751, 2.2279, -1.0007], [1.5168, 0.5457, -0.7016], [-1.9207, -0.1958, -3.3460], [-1.2712, -2.5668, -2.3447], [-2.3591, -1.7701, -1.2687], [-0.5605, -2.5273, 0.2102], [1.7623, -2.2044, 4.0081], [2.8999, -1.1664, 3.0490], [1.6206, -0.3108, 3.9569], [-1.7311, -1.4252, 1.9595], [-3.2781, 2.6856, 2.9734], [-2.6577, 5.2024, 2.4731], [-0.9761, 5.5645, 0.8125], [-0.0734, 3.9439, -0.5771]]}



Across the entries above, relative energy (zero: lowest compared OMol25 entry of this formula, charge and spin) takes the values 23.77, 55.26, 138.06 kcal per mole, respectively.